DFT (wB97M-V/def2-TZVPD) results for a gas-phase ion, C8H13IN5 (charge +1) at a distorted geometry.

## Properties
* net charge: +1
* largest force on an atom: 0.090 Eh/bohr
* relative energy (zero: lowest compared OMol25 entry of this formula, charge and spin): 139.2 kcal per mole
* LUMO: -4.205 eV
* HOMO-LUMO gap: 7.90 eV

CARTESIAN COORDINATES (ANGSTROEM)
C1 -0.11029 1.29651 -1.09104
C2 -3.06630 0.31886 0.58477
C3 0.24425 -0.01737 -1.45126
C4 0.13000 1.80267 0.39060
C5 1.26139 -0.82748 -0.94555
C6 -1.02204 -0.37721 1.02368
C7 1.44369 1.66679 1.18853
C8 1.53030 -2.11773 -1.51140
N1 -2.48347 1.44150 0.67608
N2 -0.79149 1.98053 -1.86845
N3 -2.26145 -0.76239 0.88319
N4 -2.52078 -2.03548 0.66771
N5 -1.11600 1.08206 1.07993
I1 -4.97481 0.15570 -0.14420
H1 -0.26258 -0.37104 -2.39058
H2 -0.10624 2.81989 0.32525
H3 2.01592 -0.43942 -0.29445
H4 1.38161 0.65158 1.64456
H5 1.51300 2.63011 1.71862
H6 2.35381 1.71558 0.45116
H7 2.05884 -2.90238 -0.87490
H8 2.09705 -2.09632 -2.43332
H9 0.59750 -2.63666 -1.71413
H10 -1.23016 2.85537 -1.46000
H11 -3.37534 -2.27342 0.12169
H12 -2.17487 -2.73140 1.30167
H13 -0.98253 1.41425 1.97272